No. 1
Here is an isolated molecule of C2H2Cl2O2S in a non-equilibrium geometry from the Open Molecules 2025 dataset. Energies are from ωB97M-V/def2-TZVPD.

For the molar mass, the calculation gives 161.01 g mol⁻¹. For the total energy, the calculation gives -1546.32248 Eh. The value obtained for the energy relative to the best compared isomer or geometry (same formula, charge and spin) is 82.4 kcal/mol. As for the strongest force on any atom: 0.0823 hartree/bohr. The HOMO-LUMO gap (alpha / beta) is 8.571 / 6.436 eV.

CARTESIAN COORDINATES (ANGSTROEM)
C  0.22  0.04  -0.21
C  -0.98  -0.07  0.60
O  3.10  -0.55  -0.36
O  0.30  0.72  -1.30
S  2.06  -0.77  0.64
Cl  -1.30  -1.87  0.76
Cl  -2.26  0.79  -0.19
H  -0.76  0.31  1.60
H  -0.40  1.40  -1.56


No. 2
Here is a structure of composition C39H42Cl4HgN2O3PSb2 from the Open Molecules 2025 dataset. Energies are from ωB97M-V/def2-TZVPD.

Its spin multiplicity is 2. For the molar mass, the calculation gives 1203.67 g mol⁻¹. As for the total charge: -2. For the total energy, the calculation gives -4662.63037 Eh. The value obtained for the energy relative to the best compared isomer or geometry (same formula, charge and spin) is 0.0 kcal/mol. As for the strongest force on any atom: 0.0036 hartree/bohr. The HOMO-LUMO gap (alpha / beta) is 4.509 / 6.263 eV.

CARTESIAN COORDINATES (ANGSTROEM)
Hg  0.49  0.64  -0.74
C  3.12  -0.77  3.71
Sb  1.78  0.77  3.01
C  3.20  1.62  1.67
C  2.33  2.19  4.64
C  2.58  3.58  4.16
C  3.88  4.08  4.13
C  4.18  5.35  3.67
C  3.16  6.17  3.23
C  1.85  5.70  3.26
C  1.53  4.42  3.71
C  0.12  3.96  3.63
Sb  -0.47  3.25  1.56
C  -1.34  5.17  1.09
C  -2.24  2.41  2.43
H  4.12  -0.35  3.85
H  3.15  -1.56  2.97
H  2.76  -1.18  4.66
H  4.14  1.77  2.20
H  2.84  2.59  1.32
H  3.33  0.97  0.81
H  3.23  1.79  5.11
H  1.52  2.16  5.37
H  4.68  3.43  4.48
H  5.21  5.69  3.65
H  3.37  7.17  2.86
H  1.05  6.34  2.91
H  -0.57  4.77  3.85
H  -0.10  3.12  4.30
H  -2.02  5.47  1.89
H  -1.89  5.06  0.16
H  -0.56  5.92  0.97
H  -2.66  3.12  3.14
H  -1.97  1.49  2.94
H  -2.95  2.19  1.63
Cl  3.79  -5.42  0.37
C  3.45  -3.79  -0.13
C  4.15  -3.22  -1.18
Cl  5.40  -4.12  -1.99
C  3.85  -1.91  -1.58
Cl  4.73  -1.17  -2.89
C  2.87  -1.15  -0.96
O  2.55  0.05  -1.35
C  2.17  -1.72  0.18
O  1.29  -1.00  0.80
C  2.47  -3.04  0.53
Cl  1.55  -3.74  1.83
O  -1.73  2.64  -0.57
C  -1.34  1.61  -1.21
C  -2.09  1.09  -2.31
C  -3.18  1.89  -2.78
C  -3.90  1.56  -3.90
C  -3.60  0.40  -4.64
C  -2.59  -0.43  -4.17
C  -1.86  -0.15  -3.02
P  -0.73  -1.39  -2.35
C  0.10  -2.11  -3.82
C  -0.41  -3.17  -4.57
C  0.30  -3.66  -5.65
C  1.53  -3.11  -6.00
C  2.05  -2.06  -5.25
C  1.34  -1.57  -4.16
C  -1.76  -2.81  -1.82
C  -1.11  -3.80  -1.09
C  -1.78  -4.93  -0.65
C  -3.13  -5.08  -0.94
C  -3.80  -4.09  -1.65
C  -3.12  -2.96  -2.08
H  -3.40  2.80  -2.23
H  -4.70  2.22  -4.23
H  -4.15  0.15  -5.54
H  -2.38  -1.35  -4.71
H  -1.35  -3.62  -4.29
H  -0.10  -4.49  -6.22
H  2.09  -3.51  -6.84
H  3.02  -1.65  -5.48
H  1.77  -0.78  -3.55
H  -0.05  -3.67  -0.84
H  -1.25  -5.68  -0.08
H  -3.67  -5.96  -0.60
H  -4.86  -4.19  -1.86
H  -3.65  -2.17  -2.61
N  -1.48  -0.99  1.55
C  -2.74  -1.36  2.16
C  -3.80  -1.62  1.09
N  -3.80  -0.60  0.05
H  -1.13  -1.70  0.91
H  -0.74  -0.83  2.23
H  -3.07  -0.53  2.78
H  -2.69  -2.25  2.81
H  -4.77  -1.68  1.59
H  -3.62  -2.61  0.64
H  -3.05  0.07  0.16
H  -4.68  -0.13  -0.08


No. 3
Here is a cluster of 2 separate species, CH4ClN2O in total in a non-equilibrium geometry from the Open Molecules 2025 dataset. Energies are from ωB97M-V/def2-TZVPD.

For the molar mass, the calculation gives 95.51 g mol⁻¹. As for the total charge: +1. For the total energy, the calculation gives -684.90261 Eh. The value obtained for the energy relative to the best compared isomer or geometry (same formula, charge and spin) is 151.8 kcal/mol. As for the strongest force on any atom: 0.0962 hartree/bohr. The HOMO-LUMO gap (alpha / beta) is 8.315 / 5.638 eV.

CARTESIAN COORDINATES (ANGSTROEM)
C  -0.80  0.10  -1.62
N  0.80  0.53  2.60
N  0.15  -0.13  -0.66
O  0.28  -1.09  0.05
Cl  1.88  -0.27  1.85
H  -1.63  -0.51  -1.47
H  -0.35  0.12  -2.58
H  -0.86  1.17  -1.64
H  0.52  0.08  3.47